(1)
# C21H27AsCuN3OSb

A structure of composition C21H27AsCuN3OSb (wB97M-V/def2-TZVPD, the OMol25 dataset).

```
55
Properties=species:S:1:pos:R:3:forces:R:3
Cu -0.573 -1.824 0.292 0.40 0.39 0.35
C -2.570 -2.033 -2.153 2.09 0.43 -0.42
C -2.637 -0.711 -1.496 -0.69 1.60 0.60
C -3.518 0.316 -1.897 0.14 1.21 0.91
C -3.517 1.584 -1.232 0.32 -1.79 0.34
C -2.657 1.781 -0.124 -0.83 -1.89 -1.72
C -1.817 0.732 0.177 0.62 -1.47 -0.02
N -1.802 -0.488 -0.474 -0.40 1.48 0.07
Sb -0.450 1.107 1.805 -0.16 1.05 0.13
C 1.349 0.286 1.010 0.32 -0.39 -0.27
C 2.552 0.943 1.239 0.22 -0.06 -0.31
C 3.747 0.372 0.780 -0.29 -0.26 -0.69
C 3.664 -0.816 -0.021 -0.19 1.85 0.78
C 2.391 -1.313 -0.319 0.49 -0.53 1.47
C 2.199 -2.506 -1.181 0.47 1.25 -1.78
N 1.290 -0.854 0.304 0.24 0.46 -0.59
C -0.735 -0.690 2.907 -0.15 -2.69 0.37
C -0.800 -0.650 4.303 0.72 1.18 -1.61
C -0.750 -1.782 5.046 -1.37 -2.54 -0.65
C -0.915 -3.020 4.362 0.97 1.34 2.38
C -0.881 -3.031 2.992 -0.97 -0.64 1.31
C -1.050 -4.286 2.267 0.60 -1.67 1.43
N -0.740 -1.941 2.303 -0.12 3.12 -0.84
H -1.747 -2.606 -1.656 -0.94 0.01 -0.38
H -3.491 -2.537 -2.242 -1.04 -0.74 0.30
H -2.239 -1.842 -3.178 0.07 -0.22 -0.06
H -4.269 0.114 -2.654 0.24 0.10 -0.08
H -4.249 2.328 -1.498 -0.07 0.13 -0.17
H -2.710 2.586 0.557 0.05 1.12 0.14
H 2.500 1.937 1.693 0.30 -0.42 0.05
H 4.678 0.958 0.955 -0.58 -0.98 -0.17
H 4.559 -1.272 -0.437 -0.21 0.09 0.01
H 2.278 -3.444 -0.728 0.33 -1.34 1.13
H 1.238 -2.482 -1.664 -0.64 0.18 -0.14
H 2.925 -2.465 -2.001 0.00 -0.20 0.15
H -0.756 0.306 4.763 -0.10 0.71 0.46
H -0.801 -1.725 6.114 0.26 -0.14 0.42
H -0.933 -3.936 4.951 -0.17 0.12 -0.32
H -0.664 -4.115 1.318 0.43 -0.11 -2.13
H -0.383 -5.013 2.762 -0.32 -0.07 -0.34
H -2.044 -4.734 2.248 -0.08 0.39 -0.02
C -0.466 2.981 -3.035 -1.48 -0.38 0.11
As 0.720 3.319 -1.572 2.17 -0.08 -2.65
C 2.202 2.033 -1.823 -0.55 1.59 -0.56
C 1.547 5.083 -1.940 0.82 -2.18 -0.68
O 0.103 3.098 -0.107 -0.92 -0.04 1.99
H 0.009 3.077 -3.989 0.60 0.18 -0.46
H -1.320 3.674 -3.030 0.30 -0.10 0.17
H -0.898 1.965 -3.000 0.27 0.31 0.27
H 2.560 2.118 -2.867 0.05 -0.02 0.64
H 1.747 1.067 -1.674 0.27 -0.42 0.34
H 2.944 2.365 -1.074 -0.24 -0.68 -0.54
H 1.098 5.710 -1.220 0.01 1.18 0.58
H 1.447 5.370 -2.979 -0.75 0.21 -0.06
H 2.638 4.907 -1.884 -0.53 0.37 0.78
```
Positions in Å, forces in eV/Å.

Computed properties:
Total charge   +1
2S+1   1
Gap between HOMO and LUMO   8.776 eV
Molar mass   597.7 g/mol
HOMO   -11.12 eV

=====

(2)
# C5H8ClOPS

An isolated molecule of C5H8ClOPS (wB97M-V/def2-TZVPD, the OMol25 dataset).

```
17
Properties=species:S:1:pos:R:3:forces:R:3
C 1.011 -0.238 0.069 -9.98 -3.34 -1.33
C -0.303 -1.102 -0.400 5.85 4.44 2.19
C 0.573 0.896 0.929 0.38 1.49 0.01
C -0.368 -2.458 -0.963 -1.23 0.74 -3.94
C 1.216 2.253 0.524 1.32 -0.20 1.23
O -0.895 1.083 0.847 1.22 -1.10 0.42
P -1.707 -0.069 0.035 1.34 0.87 0.09
S -3.263 -0.770 0.842 -0.24 -0.37 0.18
Cl -2.112 0.990 -1.659 -0.15 -0.03 -0.35
H 1.924 -0.669 0.138 2.80 -1.10 -0.13
H 0.959 0.751 1.976 -1.13 -0.41 -0.65
H 0.400 -3.060 -0.609 1.10 -1.34 0.93
H -0.232 -2.522 -2.169 -0.27 0.60 2.61
H -1.387 -2.850 -0.838 0.45 -0.20 0.36
H 0.485 2.869 0.075 -0.77 0.66 -0.58
H 2.017 2.068 -0.188 0.06 0.12 -0.12
H 1.681 2.827 1.389 -0.75 -0.87 -0.92
```
Positions in Å, forces in eV/Å.

Computed properties:
SMILES string   CC1=C[C@@H](C)O[P@@]1(=S)Cl
Relative energy (zero: lowest compared OMol25 entry of this formula, charge and spin)   175.4 kJ/mol
2S+1   1
Gap between HOMO and LUMO (spin up / spin down)   8.298 / 8.299 eV
Molar mass   182.6 g/mol
HOMO (spin up / spin down)   -8.95 / -8.95 eV

=====

(3)
# C18H32Ag2CuN2O16S

A structure of composition C18H32Ag2CuN2O16S (wB97M-V/def2-TZVPD, the OMol25 dataset).

```
72
Properties=species:S:1:pos:R:3:forces:R:3
Ag -26.728 18.880 7.020 0.36 -0.31 0.14
Ag -24.501 16.337 8.338 -0.18 0.39 0.39
Cu -29.161 21.637 7.295 0.05 0.64 1.07
O -25.422 18.364 8.850 -0.91 -0.60 -0.99
C -25.766 19.209 9.879 0.96 0.26 -0.20
C -27.007 20.095 9.753 -0.73 1.07 -1.38
O -27.422 20.534 8.497 0.17 -0.65 0.07
H -24.953 19.953 9.913 0.07 0.12 0.55
H -25.893 18.741 10.861 0.26 -0.11 -0.03
H -26.919 21.009 10.349 -0.20 -0.26 0.61
H -27.882 19.508 10.090 -0.26 -0.11 0.31
C -25.575 20.673 13.503 -0.30 -1.09 -0.86
N -26.849 20.908 14.270 1.18 1.84 0.22
O -26.820 20.907 15.469 -0.06 -0.63 -0.28
O -27.776 21.305 13.579 -0.62 -0.62 -0.19
H -24.673 21.071 13.957 -0.32 0.01 0.47
H -25.744 21.069 12.503 0.01 0.42 0.21
H -25.515 19.597 13.334 0.22 -0.07 0.52
C -21.809 19.305 10.793 -1.06 1.64 0.37
N -20.530 20.068 10.601 1.53 -2.51 1.21
O -19.604 19.293 10.481 0.37 0.82 -0.61
O -20.426 21.267 10.796 -0.91 -0.15 -0.61
H -22.109 19.615 11.796 -0.42 0.09 -0.17
H -21.752 18.224 10.800 0.85 0.11 -0.38
H -22.485 19.671 10.021 -0.27 -0.07 0.21
O -28.716 24.517 10.108 0.08 -0.68 -0.88
C -29.255 23.460 10.235 0.81 1.43 0.83
O -29.827 22.768 9.193 0.23 -0.89 -0.78
C -30.715 21.724 9.724 -0.31 0.53 0.06
C -30.650 21.776 11.250 1.28 0.61 0.85
C -29.477 22.770 11.537 -1.27 -0.31 -0.84
H -30.369 20.775 9.302 -0.27 -0.14 -0.01
H -31.689 22.047 9.363 -0.12 -0.64 -0.10
H -30.314 20.872 11.755 -0.62 -0.41 -0.37
H -31.574 22.127 11.702 -0.07 -0.12 -0.14
H -28.596 22.198 11.824 0.05 0.47 0.23
H -29.727 23.589 12.207 0.22 -0.40 0.50
O -21.886 26.306 9.634 1.03 0.73 -0.50
C -22.412 25.215 9.620 -2.46 -2.27 1.11
O -23.626 25.093 10.116 0.19 0.81 -0.67
C -24.111 23.733 10.088 0.08 -1.84 -0.05
C -22.845 22.896 9.975 0.08 -0.03 0.84
C -21.879 23.793 9.232 1.04 1.00 0.11
H -24.761 23.443 9.259 -0.04 1.22 -0.37
H -24.705 23.570 10.984 0.31 0.32 0.21
H -22.924 21.942 9.458 -0.35 0.14 -0.22
H -22.428 22.646 10.950 0.01 0.20 0.02
H -21.905 23.725 8.144 0.11 0.10 -0.02
H -20.866 23.706 9.625 0.14 -0.04 -0.40
O -30.837 14.534 11.876 0.69 0.40 0.03
C -30.838 15.718 11.726 -0.98 -1.41 0.24
O -29.717 16.429 11.437 1.68 0.61 -0.36
C -29.985 17.820 11.197 -2.37 -0.92 0.84
C -31.432 17.922 11.753 -0.04 3.32 1.47
C -32.053 16.597 11.693 0.52 -1.13 -1.80
H -29.994 18.038 10.124 0.39 -0.12 -0.09
H -29.383 18.501 11.797 0.62 -0.36 -0.20
H -31.961 18.790 11.348 -0.25 -0.41 -0.60
H -31.367 18.262 12.793 0.30 -0.36 0.15
H -32.367 16.422 10.654 -0.51 -0.07 0.09
H -32.830 16.219 12.348 0.07 0.52 0.27
C -26.509 16.589 12.406 -0.16 0.75 -1.05
C -26.443 15.375 13.362 0.65 0.79 -0.66
O -27.292 15.735 14.412 -1.37 0.10 1.33
S -27.405 17.292 14.693 0.31 -0.52 -0.97
O -26.228 17.670 15.403 -0.51 0.48 -0.31
O -28.722 17.686 15.080 1.32 -0.43 -0.55
O -27.178 17.661 13.066 -0.85 0.10 1.27
H -27.053 16.311 11.499 -0.46 0.13 0.20
H -25.616 17.105 12.040 0.77 -1.01 0.41
H -25.418 15.233 13.704 -0.14 -0.36 0.16
H -26.904 14.504 12.904 0.36 -0.12 0.04
```
Positions in Å, forces in eV/Å.

Computed properties:
<S²>   2.01
Total charge   +3
2S+1   3
Gap between HOMO and LUMO (spin up / spin down)   5.318 / 2.832 eV
Molar mass   843.8 g/mol
HOMO (spin up / spin down)   -15.94 / -15.94 eV

=====

(4)
# C5H10NO3

A cluster of 2 separate species, C5H10NO3 in total (wB97M-V/def2-TZVPD, the OMol25 dataset).

```
19
Properties=species:S:1:pos:R:3:forces:R:3
C -0.577 2.580 -0.576 0.14 0.94 -1.07
C 0.620 1.997 -1.373 -0.21 -0.84 -0.53
O 1.588 2.721 -1.646 -0.28 0.27 0.32
O 0.490 0.769 -1.687 0.12 0.18 0.27
H -1.522 2.074 -0.777 0.26 -0.73 0.59
H -0.822 3.583 -0.956 0.59 0.13 0.34
H -0.245 2.644 0.457 -0.51 -0.03 0.22
C 0.502 -1.812 1.591 1.56 -0.64 0.88
C 0.563 -0.433 2.283 0.00 0.39 -1.45
C -0.674 -2.056 0.678 -0.71 0.40 1.33
O -1.607 -2.739 1.092 -0.20 -0.40 -0.15
N -0.747 -1.362 -0.465 0.46 0.58 -0.23
H 1.444 -2.033 1.088 0.05 0.56 -0.59
H 0.595 -2.550 2.398 -0.88 -0.20 -0.30
H 1.591 -0.073 2.277 0.03 -0.03 0.34
H -1.700 -1.184 -0.747 0.18 -0.23 -0.31
H -0.066 -0.622 -0.759 -0.45 -0.21 0.01
H 0.147 -0.409 3.282 -0.08 -0.17 0.13
H 0.030 0.292 1.659 -0.07 0.04 0.20
```
Positions in Å, forces in eV/Å.

Computed properties:
Relative energy (zero: lowest compared OMol25 entry of this formula, charge and spin)   43.4 kJ/mol
Total charge   -1
2S+1   1
Gap between HOMO and LUMO   8.356 eV
Molar mass   132.1 g/mol
HOMO   -4.64 eV

=====

Q: What is the 2S+1 in the fourth record?
A: 1

=====

Q: Which of these has the lowest molar mass?
A: C5H10NO3